The following is a DFT calculation (ωB97M-V with the def2-TZVPD basis set) of a cluster of 8 separate species, C31H62O15S7 in total in a non-equilibrium geometry.

Output
**Gap between HOMO and LUMO (alpha / beta)**: 8.1 / 1.3 eV
**LUMO (alpha / beta)**: -0.1167 / -0.3647 hartree
**DFT total energy**: -139694.6543 eV

ORCA input file:
```
! RIJCOSX wB97M-V def2-TZVPD def2/J DEFGRID3
* xyz 1 2
C -14.90 -0.14 -13.86
C -16.14 -0.84 -13.17
O -16.92 -0.20 -12.52
C -16.36 -2.25 -13.25
H -14.19 0.15 -13.08
H -15.11 0.46 -14.75
H -14.23 -0.93 -14.21
H -17.03 -2.52 -14.07
H -16.95 -2.54 -12.37
H -15.49 -2.90 -13.26
C -19.24 0.41 -25.47
C -20.26 0.05 -24.32
C -19.50 0.01 -22.95
S -17.88 -0.60 -23.40
O -17.62 -1.91 -22.88
O -16.92 0.43 -23.00
C -18.14 -0.63 -25.19
H -18.99 1.47 -25.49
H -19.81 0.25 -26.38
H -20.70 -0.90 -24.60
H -21.09 0.75 -24.25
H -19.95 -0.49 -22.09
H -19.53 1.08 -22.73
H -18.66 -1.58 -25.33
H -17.15 -0.65 -25.64
C -20.03 6.06 -20.28
C -18.75 5.70 -19.47
C -18.64 4.22 -19.09
S -20.25 3.48 -19.62
O -21.18 3.66 -18.44
O -20.07 2.19 -20.23
C -20.63 4.83 -20.88
H -19.76 6.82 -21.02
H -20.88 6.47 -19.72
H -18.79 6.24 -18.52
H -17.84 6.03 -19.96
H -18.45 3.95 -18.05
H -17.92 3.76 -19.76
H -21.69 4.93 -21.13
H -20.03 4.55 -21.75
C -16.74 -6.61 -15.49
C -15.54 -5.91 -16.16
C -14.17 -6.40 -15.55
S -14.49 -7.62 -14.29
O -13.86 -7.21 -13.06
O -14.26 -8.97 -14.90
C -16.28 -7.17 -14.12
H -17.00 -7.44 -16.15
H -17.58 -5.92 -15.57
H -15.76 -4.86 -15.94
H -15.52 -5.96 -17.25
H -13.88 -5.58 -14.90
H -13.23 -6.55 -16.08
H -16.39 -6.44 -13.31
H -16.88 -8.02 -13.80
C -21.69 -3.03 -12.12
C -20.78 -3.35 -13.31
C -20.47 -4.87 -13.20
S -20.66 -5.48 -11.42
O -19.39 -5.74 -10.79
O -21.68 -6.50 -11.41
C -21.34 -3.87 -10.85
H -22.65 -3.42 -12.46
H -21.87 -1.97 -11.98
H -19.86 -2.77 -13.38
H -21.24 -3.22 -14.29
H -19.43 -5.12 -13.43
H -21.02 -5.52 -13.88
H -20.62 -3.25 -10.31
H -22.14 -4.01 -10.12
C -26.02 1.78 -19.57
C -24.90 0.91 -18.91
C -23.66 1.39 -19.45
S -23.92 1.99 -21.19
O -23.57 0.95 -22.16
O -23.42 3.34 -21.18
C -25.80 1.91 -21.06
H -25.84 2.75 -19.11
H -27.07 1.54 -19.40
H -25.26 -0.03 -19.30
H -24.84 0.97 -17.82
H -22.74 0.80 -19.48
H -23.44 2.26 -18.84
H -26.09 1.03 -21.63
H -26.19 2.78 -21.60
C -18.48 -0.74 -18.73
C -19.25 -0.01 -17.65
C -19.25 -1.01 -16.41
S -19.64 -2.62 -17.13
O -21.09 -2.64 -17.33
O -19.04 -3.77 -16.44
C -18.71 -2.26 -18.68
H -17.42 -0.51 -18.77
H -18.74 -0.26 -19.68
H -20.22 0.38 -17.97
H -18.70 0.90 -17.43
H -19.90 -0.90 -15.54
H -18.20 -1.08 -16.13
H -19.17 -2.77 -19.53
H -17.77 -2.72 -18.39
C -24.44 -5.24 -16.64
C -24.75 -3.79 -17.14
C -25.83 -3.24 -16.25
S -25.48 -3.89 -14.51
O -26.68 -4.50 -13.89
O -24.74 -2.86 -13.77
C -24.34 -5.21 -15.13
H -23.57 -5.61 -17.18
H -25.27 -5.81 -17.07
H -25.03 -3.66 -18.18
H -23.89 -3.12 -17.05
H -26.83 -3.64 -16.41
H -26.02 -2.17 -16.33
H -24.58 -6.08 -14.52
H -23.32 -4.86 -15.02
*
```

The following is a DFT calculation (ωB97M-V with the def2-TZVPD basis set) of a cluster of 3 separate species, C31H63ClN5O3P2 in total in a non-equilibrium geometry.

Output
**Gap between HOMO and LUMO**: 7.8 eV
**LUMO**: -0.1264 hartree
**DFT total energy**: -77858.8463 eV

ORCA input file:
```
! RIJCOSX wB97M-V def2-TZVPD def2/J DEFGRID3
* xyz 1 1
C 7.41 -1.80 3.69
C 8.22 -2.17 2.43
C 7.39 -2.14 1.12
C 7.58 -0.82 0.35
C 6.72 0.34 0.88
C 6.07 1.19 -0.23
C 4.56 0.92 -0.41
C 3.68 2.05 0.13
C 2.44 2.32 -0.73
C 1.84 3.71 -0.54
C 1.04 3.85 0.77
C -0.46 3.72 0.51
C -1.31 3.81 1.80
C -2.01 2.47 2.04
C -2.91 2.40 3.27
C -3.47 0.98 3.45
C -2.40 -0.01 3.90
C -2.61 -1.49 3.51
C -3.05 -1.73 2.11
C -2.65 -0.98 1.02
C -3.11 -1.27 -0.27
C -2.67 -0.33 -1.35
C -3.81 0.52 -1.90
C -3.37 1.27 -3.16
Cl -4.39 1.67 -0.65
C -3.95 -2.40 -0.48
P -4.66 -2.92 -2.10
C -6.26 -2.01 -2.17
O -3.71 -2.20 -3.24
C -4.30 -3.18 0.65
P -5.37 -4.67 0.72
C -4.74 -5.56 2.22
C -4.96 -5.86 -0.63
N -3.86 -2.78 1.87
H 7.89 -0.97 4.20
H 6.40 -1.47 3.42
H 7.31 -2.64 4.37
H 8.70 -3.14 2.55
H 9.01 -1.44 2.33
H 6.34 -2.19 1.40
H 7.61 -2.99 0.48
H 8.63 -0.52 0.39
H 7.35 -1.00 -0.70
H 7.34 0.97 1.52
H 5.94 -0.07 1.52
H 6.61 1.00 -1.16
H 6.25 2.24 0.02
H 4.35 0.72 -1.46
H 4.35 0.00 0.13
H 4.27 2.96 0.14
H 3.35 1.79 1.14
H 1.68 1.54 -0.58
H 2.75 2.24 -1.77
H 1.18 3.88 -1.39
H 2.65 4.44 -0.60
H 1.34 3.07 1.46
H 1.24 4.84 1.19
H -0.61 2.73 0.07
H -0.79 4.43 -0.24
H -0.63 3.98 2.63
H -2.06 4.59 1.71
H -1.22 1.71 2.06
H -2.62 2.24 1.17
H -3.75 3.07 3.14
H -2.38 2.65 4.19
H -3.97 0.70 2.52
H -4.25 1.03 4.21
H -2.39 0.01 4.98
H -1.40 0.28 3.59
H -3.30 -1.95 4.22
H -1.66 -2.01 3.65
H -1.99 -0.14 1.16
H -2.14 -0.82 -2.15
H -1.96 0.37 -0.90
H -4.65 -0.12 -2.11
H -3.10 2.28 -2.88
H -2.46 0.82 -3.55
H -4.15 1.34 -3.91
H -6.41 -1.32 -1.34
H -6.40 -1.53 -3.13
H -7.03 -2.77 -2.09
H -4.22 -1.75 -3.92
H -4.80 -6.62 2.02
H -3.68 -5.33 2.36
H -5.28 -5.27 3.12
H -4.06 -5.57 -1.16
H -5.78 -5.87 -1.34
H -4.86 -6.84 -0.17
H -4.14 -3.32 2.68
C -0.74 3.81 -4.78
O -1.04 2.66 -4.52
N -1.19 4.87 -4.04
N 0.07 4.13 -5.83
H -0.95 5.82 -4.24
H -1.79 4.67 -3.26
H 0.42 3.37 -6.39
H 0.33 5.07 -6.06
C 2.02 -1.89 -1.91
O 2.77 -1.71 -0.97
N 2.39 -2.60 -3.02
N 0.74 -1.38 -1.95
H 1.79 -2.75 -3.81
H 3.31 -2.98 -3.03
H 0.45 -0.84 -1.15
H 0.12 -1.50 -2.72
*
```

The following is a DFT calculation (ωB97M-V with the def2-TZVPD basis set) of a structure of composition C31H63GaIO10 in a non-equilibrium geometry.

Output
**Gap between HOMO and LUMO**: 5.8 eV
**ΔE to the lowest compared entry with this formula, charge and spin**: 96.6 kJ/mol
**LUMO**: 0.0701 hartree
**DFT total energy**: -114118.4338 eV

ORCA input file:
```
! RIJCOSX wB97M-V def2-TZVPD def2/J DEFGRID3
* xyz -1 1
C 0.16 -0.91 -0.01
C 0.35 -1.76 -1.26
O -0.55 -1.51 -2.33
C -0.97 -0.16 -2.46
C -1.65 0.02 -3.81
O -2.50 1.13 -3.82
C -1.82 2.40 -3.63
Ga -2.03 3.30 -1.77
C -4.04 3.33 -1.31
C -4.52 2.70 0.02
C -3.50 1.87 0.78
I -2.30 3.06 2.13
C -1.35 5.23 -2.02
C -0.82 5.84 -0.69
C 0.69 5.77 -0.62
O 1.11 4.43 -0.87
C 2.34 4.25 -1.35
C 2.97 2.97 -0.86
O 2.92 4.99 -2.12
H 0.84 -1.29 0.75
H -0.84 -1.00 0.39
H 0.41 0.14 -0.15
H 1.40 -1.69 -1.59
H 0.19 -2.79 -0.95
H -1.72 0.10 -1.71
H -0.13 0.54 -2.39
H -0.92 0.07 -4.63
H -2.28 -0.86 -3.94
H -2.21 3.09 -4.38
H -0.76 2.31 -3.86
H -1.12 2.47 -0.75
H -4.54 2.84 -2.14
H -4.35 4.38 -1.30
H -5.33 2.02 -0.21
H -4.90 3.44 0.71
H -2.85 1.27 0.15
H -4.02 1.18 1.43
H -0.54 5.26 -2.75
H -2.13 5.87 -2.42
H -1.26 5.31 0.16
H -1.12 6.89 -0.65
H 1.09 6.48 -1.34
H 1.02 6.07 0.38
H 3.70 2.69 -1.62
H 3.47 3.10 0.09
H 2.23 2.18 -0.82
C 5.30 -0.04 -2.66
C 6.44 0.27 -1.72
O 6.26 0.78 -0.65
C 7.83 -0.10 -2.19
H 4.37 0.27 -2.21
H 5.44 0.50 -3.60
H 5.27 -1.11 -2.86
H 8.07 0.44 -3.11
H 7.89 -1.17 -2.38
H 8.56 0.17 -1.43
C 2.82 6.96 3.06
C 1.73 5.94 3.28
O 0.63 6.09 2.81
C 2.08 4.72 4.10
H 2.44 7.78 2.46
H 3.16 7.36 4.02
H 3.67 6.50 2.55
H 2.39 5.02 5.10
H 2.90 4.17 3.63
H 1.21 4.07 4.17
C -6.09 -2.64 1.67
C -6.01 -1.18 2.04
O -5.45 -0.40 1.31
C -6.62 -0.74 3.35
H -5.59 -2.78 0.72
H -5.60 -3.25 2.43
H -7.14 -2.95 1.58
H -6.15 -1.27 4.18
H -7.69 -0.96 3.35
H -6.48 0.33 3.48
C 1.01 -6.23 -1.31
C 0.88 -5.72 0.11
O 0.49 -4.59 0.34
C 1.25 -6.67 1.22
H 0.71 -5.45 -2.00
H 2.04 -6.51 -1.51
H 0.37 -7.10 -1.45
H 2.30 -6.97 1.12
H 0.62 -7.56 1.18
H 1.11 -6.18 2.18
C 3.39 -3.26 1.64
C 3.77 -4.02 2.88
O 4.13 -5.18 2.83
C 3.68 -3.28 4.19
H 3.49 -3.90 0.77
H 2.35 -2.93 1.72
H 4.04 -2.39 1.52
H 2.66 -2.95 4.36
H 4.34 -2.42 4.17
H 3.98 -3.95 5.00
C -4.20 -5.69 -0.88
C -3.14 -5.04 -0.02
O -3.40 -4.60 1.08
C -1.74 -4.95 -0.59
H -5.15 -5.68 -0.35
H -4.30 -5.14 -1.82
H -3.91 -6.72 -1.10
H -1.76 -4.37 -1.52
H -1.36 -5.95 -0.80
H -1.09 -4.46 0.12
*
```

The following is a DFT calculation (ωB97M-V with the def2-TZVPD basis set) of a cluster of 6 separate species, C31H63N2O10S in total in a non-equilibrium geometry.

Output
**Gap between HOMO and LUMO**: 4.8 eV
**ΔE to the lowest compared entry with this formula, charge and spin**: 1040.5 kJ/mol
**LUMO**: 0.0716 hartree
**DFT total energy**: -67441.7937 eV

ORCA input file:
```
! RIJCOSX wB97M-V def2-TZVPD def2/J DEFGRID3
* xyz -1 1
C -0.08 -1.97 2.22
C -0.34 -1.50 3.80
C 1.12 -1.78 4.57
C -1.44 -2.41 4.59
C -2.99 -2.29 3.97
N -3.10 -3.13 2.69
C -4.46 -3.44 2.57
S -6.00 -3.58 1.80
C -3.26 -0.68 3.63
C -3.35 0.31 4.96
C -3.58 1.91 4.50
C -3.66 2.16 2.89
N -3.61 1.22 1.74
C -3.41 -0.22 2.08
H -0.71 -1.28 1.50
H 1.06 -1.72 2.00
H -0.33 -3.11 2.04
H -0.50 -0.34 3.86
H 0.88 -1.97 5.70
H 1.62 -2.70 4.03
H 1.82 -0.83 4.44
H -1.47 -2.19 5.76
H -1.11 -3.54 4.49
H -3.25 -0.04 6.07
H -3.63 2.77 5.31
H -3.78 3.31 2.59
H -3.35 -0.99 1.17
C -2.03 5.12 -2.51
O -2.78 3.93 -2.26
C -3.19 3.84 -0.89
C -4.65 4.24 -0.72
O -4.85 5.63 -1.00
C -5.39 5.85 -2.30
H -1.97 5.25 -3.60
H -2.50 6.00 -2.08
H -1.02 5.01 -2.11
H -2.53 4.44 -0.24
H -3.07 2.79 -0.59
H -4.94 4.08 0.33
H -5.31 3.62 -1.34
H -6.45 5.60 -2.30
H -4.87 5.26 -3.06
H -5.27 6.90 -2.54
C -0.97 -4.87 -3.84
O -1.18 -5.98 -2.97
C -0.10 -6.14 -2.04
C -0.47 -5.59 -0.66
O -0.62 -4.17 -0.70
C -1.99 -3.77 -0.74
H -1.92 -4.65 -4.34
H -0.65 -3.98 -3.30
H -0.22 -5.13 -4.60
H 0.82 -5.69 -2.42
H 0.08 -7.22 -1.95
H 0.35 -5.80 0.03
H -1.37 -6.07 -0.27
H -2.44 -3.89 0.25
H -2.56 -4.35 -1.48
H -2.03 -2.72 -1.02
C -1.88 -10.95 1.28
O -1.92 -9.58 0.91
C -2.46 -9.38 -0.39
C -3.92 -8.92 -0.33
O -4.76 -9.95 0.20
C -5.09 -9.74 1.57
H -1.70 -11.02 2.35
H -2.82 -11.46 1.05
H -1.06 -11.45 0.75
H -2.36 -10.28 -1.00
H -1.87 -8.58 -0.87
H -4.27 -8.71 -1.35
H -4.02 -8.00 0.26
H -5.84 -8.95 1.65
H -4.21 -9.47 2.16
H -5.50 -10.66 1.97
C 2.07 2.89 -2.38
O 3.41 3.28 -2.10
C 3.99 4.03 -3.17
C 3.99 5.53 -2.86
O 2.65 6.05 -2.82
C 2.18 6.21 -1.48
H 1.61 2.55 -1.45
H 1.48 3.72 -2.78
H 2.07 2.06 -3.09
H 3.48 3.82 -4.12
H 5.03 3.70 -3.26
H 4.50 6.06 -3.67
H 4.52 5.75 -1.93
H 2.65 7.10 -1.04
H 2.40 5.34 -0.86
H 1.10 6.36 -1.51
C 8.70 8.72 0.43
O 9.52 7.58 0.16
C 8.89 6.36 0.54
C 8.30 5.64 -0.68
O 7.21 6.38 -1.25
C 7.60 7.11 -2.41
H 9.12 9.58 -0.10
H 7.67 8.57 0.10
H 8.71 8.93 1.51
H 8.12 6.53 1.30
H 9.66 5.72 0.98
H 7.89 4.67 -0.36
H 9.07 5.44 -1.43
H 7.70 6.42 -3.25
H 8.54 7.65 -2.26
H 6.82 7.84 -2.63
*
```